(1)
Below is a structure of composition C12H32O14S2V at a distorted geometry, with properties calculated with the ωB97M-V functional and the def2-TZVPD basis.

Properties
HOMO energy = 3.33 eV
spin multiplicity = 1
energy above the lowest of the compared OMol25 structures with the same formula, charge and spin = 31.74 kcal/mol
gap between HOMO and LUMO = 0.09524 hartree
net charge = -3

Each line ends with the Löwdin charge.
Geometry (Å):
O 26.78953 -27.41922 12.98057  -0.40
V 26.05938 -26.28296 12.12378  0.95
O 26.21576 -25.06685 13.10479  -0.35
S 24.79483 -25.16038 9.13871  0.22
O 23.49398 -25.86693 9.31260  -0.38
O 25.54608 -25.17476 10.38302  -0.44
O 25.54457 -25.88058 8.07487  -0.44
O 24.39774 -23.77595 8.83402  -0.44
S 22.87294 -27.58134 11.91071  0.12
O 22.25305 -28.40209 12.95445  -0.43
O 22.87598 -28.22282 10.61164  -0.41
O 22.00561 -26.49843 11.40512  -0.43
O 24.14781 -27.07216 12.25409  -0.39
C 30.02898 -26.47109 12.05227  -0.07
C 29.27578 -25.18692 12.18773  -0.43
C 30.08690 -23.86459 11.97146  -0.05
O 28.13233 -25.28747 11.29289  -0.10
H 29.44669 -27.37011 12.25427  0.07
H 30.78956 -26.41315 12.83089  0.06
H 30.63958 -26.55781 11.15351  0.08
H 28.91905 -25.19547 13.21767  0.13
H 30.35894 -23.70142 10.92864  0.06
H 31.03203 -23.85971 12.51441  0.06
H 29.52504 -22.96601 12.22638  0.07
H 28.31358 -25.03653 10.38417  0.11
C 27.93890 -29.39764 10.50797  -0.10
C 26.88418 -28.77544 9.62705  -0.46
C 25.61237 -29.67719 9.82898  -0.02
O 26.78178 -27.50160 10.15197  -0.11
H 28.04935 -30.48084 10.45714  0.06
H 27.72956 -29.24924 11.56733  0.05
H 28.90336 -28.97159 10.23159  0.07
H 27.29048 -28.71846 8.61721  0.14
H 25.45671 -29.80009 10.90078  0.07
H 25.91633 -30.67472 9.51173  0.05
H 24.72280 -29.27809 9.34164  0.07
H 26.49840 -27.05105 9.35303  0.04
C 22.67381 -27.97822 16.63938  -0.04
C 24.15057 -28.36717 16.92636  -0.51
C 25.07367 -28.00225 15.81142  -0.07
O 24.48372 -27.79617 18.17525  -0.08
H 22.64013 -26.95775 16.25781  0.09
H 22.10978 -28.05123 17.56923  0.06
H 22.30146 -28.70127 15.91367  0.07
H 24.20076 -29.44925 17.04752  0.11
H 25.21137 -26.94647 15.57803  0.09
H 24.86182 -28.60738 14.92991  0.09
H 26.08673 -28.19284 16.16563  0.07
H 24.39114 -26.84398 18.25493  0.08
C 26.40688 -31.25186 13.51486  -0.07
C 26.97275 -31.94643 14.75859  -0.47
C 25.94110 -31.80690 15.89079  -0.04
O 26.99888 -33.25432 14.25992  -0.08
H 26.96004 -31.40873 12.58884  0.06
H 26.64163 -30.18745 13.51943  0.07
H 25.33894 -31.45229 13.42862  0.11
H 27.92632 -31.48043 15.00688  0.13
H 25.58649 -30.79084 16.06390  0.05
H 26.48684 -32.05081 16.80226  0.06
H 25.12318 -32.51730 15.77066  0.08
H 27.18939 -33.23168 13.31928  0.07

=====

(2)
Below is the molecule C12H13NO at a distorted geometry, with properties calculated with the ωB97M-V functional and the def2-TZVPD basis.

Properties
HOMO energy = -7.72 eV
spin multiplicity = 1
energy above the lowest of the compared OMol25 structures with the same formula, charge and spin = 36.36 kcal/mol
gap between HOMO and LUMO = 0.31585 hartree

Each line ends with the natural charge from an NBO analysis.
Geometry (Å):
C 1.31246 -0.00857 -3.09233  -0.23
C 2.03865 -0.93343 -2.32243  -0.22
C 0.37667 0.93221 -2.65759  -0.27
C 2.03246 -1.62198 0.35943  -0.30
C 1.30300 -1.05626 1.34069  -0.02
C 1.84565 -0.94180 -0.89782  -0.03
C 0.92019 0.03568 -0.59748  0.06
C 0.16662 0.93360 -1.28284  0.29
C -0.63613 0.88351 0.93051  0.45
C -0.32398 1.98060 1.99615  -0.63
C -2.44446 -1.01256 0.45746  -0.61
C -1.88417 0.05972 1.37418  -0.43
N 0.55069 0.00126 0.73715  -0.39
O -0.77285 1.55033 -0.33465  -0.50
H 1.56247 0.01724 -4.16150  0.22
H 2.53596 -1.75675 -2.83661  0.22
H -0.12708 1.60610 -3.27373  0.22
H 2.65623 -2.38682 0.64455  0.22
H 1.40061 -1.21166 2.41664  0.22
H 0.47443 2.60848 1.56692  0.22
H 0.12359 1.60324 2.87994  0.21
H -1.15579 2.59177 2.21261  0.22
H -2.96475 -0.64913 -0.39713  0.21
H -3.12689 -1.56164 1.14640  0.21
H -1.65998 -1.73198 -0.01332  0.21
H -1.44823 -0.55353 2.18357  0.21
H -2.75538 0.62235 1.62121  0.22

=====

(3)
Below is the molecule C2H3N3 at a distorted geometry, with properties calculated with the ωB97M-V functional and the def2-TZVPD basis.

Properties
HOMO energy = -9.05 eV
spin multiplicity = 1
energy above the lowest of the compared OMol25 structures with the same formula, charge and spin = 92.62 kcal/mol
gap between HOMO and LUMO = 0.32411 hartree

Each line ends with the natural charge from an NBO analysis.
Geometry (Å):
N -0.70183 -0.52022 0.60280  -0.81
C -0.03752 -0.21008 -1.64623  0.29
N 0.83613 0.53856 -1.40488  -0.24
N 1.13856 0.97046 0.22513  -0.29
C 0.24723 0.30217 0.91866  0.18
H -1.24195 -0.85675 1.40365  0.38
H -0.78918 -0.87422 -2.02683  0.26
H 0.54857 0.65008 1.92771  0.24

=====

Number 1: electronic energy -3270.02156 Ha. Number 2: electronic energy -594.99559 Ha. Number 3: electronic energy -242.12508 Ha.